168
Properties=species:S:1:pos:R:3 method="wB97M-V/def2-TZVPD" homo_energy_ev=-7.827 smiles="CCCC[C@@H](O[C@](COCCC(=O)c1ccccc1)(CC(N)(N)N)OC[C@@H](C)CC(C)C)B(O)OC.CCCC#N.CCCC#N.CCCC#N.CCCC#N.CCCC#N.CCCC#N.CCCC#N" total_charge=0
C 3.60023 4.46666 2.53189
C 2.17838 3.93828 1.87806
C 2.09661 4.60017 0.36144
C 1.59414 3.46120 -0.70424
C 2.82934 2.44373 -1.21183
O 2.16558 1.28480 -1.74918
C 3.02507 0.08432 -1.93028
C 3.24561 0.06269 -3.59395
O 2.06690 0.66193 -4.21982
C 1.59596 -0.07012 -5.39904
C -0.00268 -0.39443 -5.15585
C -1.00881 0.82259 -5.68034
O -0.78971 1.58459 -6.75449
C -2.38880 1.02481 -4.75711
C -3.90653 0.61395 -5.28679
C -5.18126 0.82517 -4.24897
C -4.87112 1.41822 -2.72755
C -3.37688 1.85182 -2.21118
C -2.10819 1.65138 -3.23298
C 2.03603 -1.15881 -1.56319
C 2.37849 -2.61639 -2.17469
N 1.77307 -2.88131 -3.56929
N 3.82351 -3.01605 -2.26135
N 1.69836 -3.65663 -1.26011
O 4.33900 0.12931 -1.37396
C 4.66581 -0.60458 -0.19522
C 4.41599 0.18304 1.25954
C 2.87382 0.09556 1.79843
C 5.48744 -0.49884 2.34869
C 4.84160 -1.72501 3.22145
C 6.02538 -2.17433 4.31487
C 4.52727 -3.09488 2.34687
B 3.68838 3.37428 -2.27925
O 4.74568 4.26533 -1.71211
O 3.50538 3.35808 -3.75833
C 4.89844 3.44766 -4.30869
H 4.47108 3.78848 2.12807
H 3.45835 4.41510 3.70430
H 3.72888 5.58811 2.14376
H 2.11529 2.77876 1.73126
H 1.25413 4.25327 2.52867
H 3.05504 5.19263 0.04636
H 1.22022 5.40804 0.42219
H 0.65131 2.87050 -0.34114
H 1.26379 4.02872 -1.70071
H 3.49099 2.31140 -0.26128
H 3.59519 -0.96206 -4.01027
H 4.15755 0.81312 -3.77154
H 1.71214 0.57224 -6.39867
H 2.12556 -1.08956 -5.61150
H -0.36280 -1.41675 -5.59774
H -0.15242 -0.41760 -3.97082
H -4.04089 0.18326 -6.38817
H -6.24806 0.50453 -4.62625
H -5.76584 1.53471 -1.98111
H -3.17554 2.26617 -1.13393
H -0.99631 1.93256 -2.92532
H 1.87360 -1.30293 -0.38886
H 0.95391 -0.85495 -1.96785
H 0.75326 -3.09866 -3.46183
H 2.26632 -3.71089 -4.00766
H 4.09406 -3.54704 -1.40403
H 4.47369 -2.23152 -2.47644
H 1.78746 -4.60407 -1.72732
H 2.15393 -3.67366 -0.31807
H 4.24417 -1.67789 -0.03836
H 5.85465 -0.75353 -0.20654
H 4.75872 1.32565 1.20622
H 2.13773 0.64833 1.07134
H 2.49777 -1.03255 1.85836
H 2.70932 0.55078 2.86563
H 5.70824 0.38043 3.12570
H 6.52144 -0.76268 1.86796
H 3.91905 -1.41089 3.89988
H 5.72654 -3.17136 4.85397
H 6.28879 -1.30060 5.07013
H 6.99404 -2.35322 3.65424
H 3.63672 -2.98918 1.59494
H 4.26256 -3.92868 3.15348
H 5.54470 -3.42188 1.86844
H 4.84333 3.95245 -0.75377
H 4.96473 2.98727 -5.40680
H 5.62844 2.76503 -3.65687
H 5.32566 4.53972 -4.24682
C 7.17266 7.51008 5.20700
C 6.62140 6.40373 6.10077
C 7.30808 5.05591 5.87124
C 7.10093 4.61255 4.43217
N 6.92911 4.24487 3.23834
H 7.00729 7.29338 4.14686
H 6.67323 8.45931 5.42557
H 8.24829 7.64535 5.36805
H 5.54349 6.30730 5.92189
H 6.74907 6.69673 7.14865
H 6.88785 4.30089 6.54398
H 8.38182 5.13160 6.07425
C -8.93943 -0.86450 0.39590
C -7.98698 -0.28906 1.43917
C -8.02459 1.23923 1.50037
C -7.61593 1.81722 0.15525
N -7.27700 2.29661 -0.96066
H -8.67397 -0.54143 -0.61571
H -8.89991 -1.95837 0.40768
H -9.97250 -0.55814 0.59623
H -6.96810 -0.62738 1.21417
H -8.25083 -0.69335 2.42260
H -7.33619 1.60131 2.27124
H -9.03133 1.58957 1.75254
C 4.44438 6.26902 -8.74980
C 5.05784 6.69850 -7.42092
C 6.46707 6.14185 -7.20869
C 6.42473 4.62244 -7.21092
N 6.38954 3.36200 -7.21286
H 4.32318 5.18262 -8.80675
H 3.45106 6.71278 -8.87077
H 5.06714 6.59156 -9.59203
H 4.40177 6.37106 -6.60511
H 5.09585 7.79276 -7.38424
H 6.86758 6.48884 -6.25034
H 7.13986 6.48502 -8.00206
C -11.56297 -2.11234 4.80153
C -11.01887 -3.02922 3.71066
C -9.70624 -3.70916 4.10499
C -8.64353 -2.65646 4.37497
N -7.76203 -1.78313 4.59900
H -10.87739 -1.28592 5.01413
H -12.51452 -1.67154 4.48767
H -11.73394 -2.66698 5.73123
H -10.87386 -2.44343 2.79468
H -11.76689 -3.79763 3.48655
H -9.36541 -4.36497 3.29692
H -9.84437 -4.32076 5.00317
C -10.95555 3.33008 5.05646
C -12.19924 3.29312 4.17408
C -12.72248 1.87416 3.94258
C -11.65734 1.04096 3.24855
N -10.77367 0.34980 2.67288
H -10.11689 2.79875 4.59547
H -10.63479 4.36416 5.21782
H -11.15485 2.87797 6.03478
H -11.96559 3.76505 3.21186
H -12.98643 3.89272 4.64421
H -13.62084 1.90251 3.31698
H -12.98658 1.40131 4.89470
C 3.83822 -9.36970 -1.58687
C 2.99815 -8.62265 -2.61785
C 3.18040 -7.10522 -2.54702
C 2.75846 -6.60076 -1.17666
N 2.40851 -6.18237 -0.03981
H 3.55218 -9.10509 -0.56396
H 3.69810 -10.45009 -1.69344
H 4.90418 -9.14950 -1.71522
H 1.94207 -8.87792 -2.46705
H 3.27360 -8.96996 -3.61970
H 2.56911 -6.61732 -3.31351
H 4.22693 -6.83467 -2.72438
C 0.11779 -7.06293 2.38910
C -1.33043 -7.08792 1.91082
C -2.33471 -7.19536 3.06005
C -2.09662 -8.48333 3.83132
N -1.89899 -9.55175 4.47114
H 0.38872 -7.98879 2.90637
H 0.79734 -6.95661 1.53754
H 0.29140 -6.22284 3.07124
H -1.46191 -7.93125 1.22184
H -1.53288 -6.17330 1.34277
H -3.35679 -7.19557 2.66688
H -2.23300 -6.34330 3.74086

---

200
Properties=species:S:1:pos:R:3 method="wB97M-V/def2-TZVPD" homo_energy_ev=2.441 total_charge=-4
C -1.30839 0.72295 1.38769
C -0.23839 1.74359 0.81963
N -0.37440 2.01152 -0.72376
C -1.73352 2.65324 -0.96525
C 0.75657 2.95040 -1.22634
C 0.90177 4.30538 -0.53558
C -0.29994 0.70162 -1.52689
C 0.69580 -0.39354 -1.03395
O 2.03079 0.10883 -0.78733
C 2.95839 0.04574 -1.81258
H -2.30835 1.15559 1.41923
H -1.05920 0.31339 2.36660
H -1.47083 -0.13825 0.73957
H 0.75753 1.34205 1.00674
H -0.35003 2.70249 1.32574
H -1.89700 2.84748 -2.02527
H -1.62640 3.53851 -0.33842
H -2.55564 2.01557 -0.64026
H 0.51300 3.00648 -2.28730
H 1.75075 2.53553 -1.06023
H 0.41287 4.34589 0.43779
H 0.27244 5.00081 -1.09094
H 1.95714 4.56517 -0.45316
H -0.24681 0.94085 -2.58899
H -1.29746 0.28120 -1.39923
H 0.72520 -1.23500 -1.72618
H 0.39360 -0.86764 -0.10014
H 3.09624 -0.97570 -2.16720
H 3.89719 0.55369 -1.59181
H 2.47206 0.66751 -2.56424
F -2.17183 6.67082 -6.73479
F 0.36497 11.93997 -4.16424
C -2.93589 -8.92583 -8.17014
F -3.10677 -8.91224 -6.85843
F -2.94476 -10.24255 -8.48559
F -3.98547 -8.41516 -8.89318
S -1.22295 -8.11096 -8.51665
O -1.30652 -6.83032 -7.84072
O -0.16343 -9.03197 -8.04931
N -1.39349 -7.87327 -10.24760
S -0.58172 -9.08548 -10.91854
O 0.78827 -8.63936 -11.37164
O -0.86786 -10.48387 -10.56747
C -1.46553 -9.09339 -12.65139
F -0.79837 -9.84504 -13.48314
F -2.66305 -9.63883 -12.49366
F -1.52801 -7.88249 -13.15336
C -5.92837 -0.80772 -8.09775
O -6.08909 -1.79514 -8.79358
O -4.84994 -0.56328 -7.57681
O -6.42932 0.16693 -8.64862
C -4.96226 -0.11881 10.15749
C -5.35473 -1.20189 9.08059
N -6.13914 -2.31597 9.59566
C -7.59427 -1.92286 9.72003
C -8.56487 -2.92142 10.43435
C -6.16104 -3.48209 8.80919
C -4.73477 -4.14228 8.68925
H -4.44487 0.81929 9.95657
H -4.41332 -0.61946 10.95506
H -5.85714 0.21190 10.68467
H -5.82508 -0.73639 8.21445
H -4.49016 -1.73696 8.68777
H -7.64587 -0.99372 10.28760
H -7.94759 -1.70376 8.71243
H -8.24089 -3.15410 11.44875
H -9.60202 -2.60747 10.31657
H -8.62733 -3.90924 9.97785
H -6.44717 -3.23699 7.78638
H -6.90380 -4.18484 9.18674
H -4.15893 -4.06979 9.61188
H -4.11408 -3.82087 7.85287
H -4.91150 -5.19114 8.45101
C -1.15930 -11.36784 1.11189
C 0.18297 -11.67533 1.79827
N 1.22166 -10.59074 1.89453
C 1.73916 -10.14353 0.55906
C 2.87948 -9.11059 0.89310
C 0.90015 -9.58334 2.85405
C 0.61655 -10.16319 4.23649
H -1.74891 -12.28459 1.11735
H -1.22947 -10.82695 0.16817
H -1.74551 -10.82849 1.85590
H -0.20735 -11.94129 2.78062
H 0.63139 -12.60190 1.43981
H 2.22381 -10.84888 -0.11599
H 0.88709 -9.67368 0.06782
H 3.35002 -8.72439 -0.01108
H 2.55574 -8.16420 1.32626
H 3.63785 -9.64591 1.46442
H 0.05158 -8.99036 2.51285
H 1.70820 -8.85817 2.95046
H 1.30925 -10.97961 4.44075
H -0.41111 -10.45888 4.44760
H 0.76772 -9.38666 4.98632
O -2.85923 8.56805 4.43971
C -3.52096 8.47036 5.49487
N -3.96415 9.58724 6.11131
C -3.76130 7.12769 6.10017
H -3.92389 9.71930 7.11183
H -3.82677 10.36567 5.48260
H -3.94658 6.43845 5.27633
H -4.58298 6.99468 6.80391
H -2.85388 6.81919 6.61933
O -6.18937 -3.68722 -0.00744
C -5.83149 -4.83937 -0.21458
N -5.28465 -5.03265 -1.36481
C -5.90831 -6.04153 0.74844
H -5.45601 -4.41973 -2.14907
H -4.79962 -5.91492 -1.44518
H -5.76485 -7.02150 0.29327
H -6.84674 -5.99844 1.30126
H -5.35154 -5.86540 1.66882
O 6.49827 11.34196 0.16603
C 5.61382 11.90678 -0.53485
N 5.27695 11.51086 -1.76619
C 5.04396 13.16515 -0.01284
H 5.57626 10.58393 -2.03323
H 4.37341 11.87300 -2.03560
H 5.44195 13.44034 0.96388
H 3.97608 13.10277 0.19658
H 5.23696 14.06494 -0.59699
O -3.66728 14.62255 2.12921
C -2.86173 14.77484 1.22129
N -2.30086 13.85775 0.52285
C -2.76133 16.14907 0.53443
H -1.67456 14.12059 -0.22465
H -2.50811 12.88421 0.69421
H -3.69122 16.71440 0.59605
H -2.55819 16.15785 -0.53644
H -2.00233 16.65380 1.13213
O 3.60177 5.66234 5.14670
C 4.57530 6.35213 5.07244
N 4.48712 7.68948 4.77600
C 5.98712 5.81462 5.12829
H 5.29487 7.97580 4.24153
H 3.55046 8.06260 4.71643
H 6.48621 6.08511 4.19778
H 5.80559 4.74203 5.19684
H 6.52168 6.14035 6.02061
O -6.21132 10.68802 -4.18878
C -7.26401 10.28284 -3.66188
N -8.35545 10.59088 -4.34123
C -7.19709 9.54636 -2.40179
H -9.22236 10.42191 -3.85131
H -8.24546 11.11844 -5.19545
H -7.43823 8.49399 -2.55173
H -7.82268 10.01371 -1.64132
H -6.21047 9.58961 -1.94048
O 4.33077 -2.35823 -8.93978
C 4.16238 -3.36804 -9.64145
N 3.35738 -3.37551 -10.65632
C 4.92526 -4.59747 -9.30169
H 2.97360 -2.50432 -10.99371
H 3.12859 -4.23904 -11.12757
H 5.51582 -4.96639 -10.14028
H 4.16392 -5.34537 -9.08009
H 5.52258 -4.55424 -8.39096
O -10.70651 2.31503 -2.29727
C -10.22155 2.45448 -3.39381
N -9.06884 1.93626 -3.65830
C -10.88655 3.30198 -4.40759
H -8.69865 1.25014 -3.01620
H -8.75765 2.03760 -4.61380
H -11.82090 2.80054 -4.65988
H -10.38624 3.31993 -5.37583
H -10.92355 4.37302 -4.20861
O 6.54358 5.33376 -5.69411
C 6.57378 4.20608 -6.19894
N 5.54028 3.62828 -6.80200
C 7.88627 3.48617 -6.13427
H 4.61944 4.03312 -6.89292
H 5.57086 2.65666 -7.07606
H 7.92394 2.45851 -6.49564
H 8.11151 3.35325 -5.07610
H 8.76832 4.06445 -6.40936
C 6.83321 -4.00263 5.41602
C 7.41785 -5.21448 5.70428
C 8.59579 -5.66353 5.09173
C 9.27064 -4.77130 4.20548
C 8.69860 -3.47667 3.93471
C 7.48114 -3.11702 4.54959
C 9.24436 -2.62473 2.79016
O 8.84379 -1.46335 2.57576
C 10.47496 -3.17661 2.09589
C 11.05330 -2.41593 1.11285
C 12.25644 -2.82293 0.54080
C 12.88609 -3.94541 0.99640
C 12.36493 -4.68798 2.04839
C 11.07046 -4.39908 2.51876
C 10.53124 -5.30318 3.56533
O 11.07439 -6.37546 3.96299
H 5.86184 -3.77797 5.83118
H 6.87354 -5.77530 6.44966
H 8.88799 -6.68161 5.30276
H 7.04867 -2.12911 4.49123
H 10.65929 -1.46877 0.77515
H 12.55200 -2.17596 -0.27189
H 13.72584 -4.38480 0.47856
H 12.89697 -5.47017 2.56946

---

Results for lowest unoccupied orbital energy: 0.4453; 3.1620 (in eV, following the order of the records).